{
  "formula": "C56H126F12N7O16S4",
  "method": "ωB97M-V/def2-TZVPD",
  "total_charge": 4,
  "e_homo_ev": [-15.412, -15.412],
  "mol_weight_g_mol": 1509.9,
  "energy_ha": -6585.99800,
  "spin_multiplicity": 2,
  "symbols": ["C", "C", "C", "O", "C", "N", "H", "H", "H", "H", "H", "H", "H", "H", "H", "H", "H", "H", "C", "N", "C", "C", "C", "C", "O", "H", "H", "H", "H", "H", "H", "H", "H", "H", "H", "H", "H", "H", "H", "C", "N", "C", "C", "C", "C", "O", "H", "H", "H", "H", "H", "H", "H", "H", "H", "H", "H", "H", "H", "H", "C", "N", "C", "C", "C", "C", "O", "H", "H", "H", "H", "H", "H", "H", "H", "H", "H", "H", "H", "H", "H", "C", "C", "C", "C", "N", "C", "C", "C", "C", "C", "C", "C", "H", "H", "H", "H", "H", "H", "H", "H", "H", "H", "H", "H", "H", "H", "H", "H", "H", "H", "H", "H", "H", "H", "H", "H", "C", "C", "C", "C", "N", "C", "C", "C", "C", "C", "C", "C", "H", "H", "H", "H", "H", "H", "H", "H", "H", "H", "H", "H", "H", "H", "H", "H", "H", "H", "H", "H", "H", "H", "H", "H", "C", "C", "C", "C", "N", "C", "C", "C", "C", "C", "C", "C", "H", "H", "H", "H", "H", "H", "H", "H", "H", "H", "H", "H", "H", "H", "H", "H", "H", "H", "H", "H", "H", "H", "H", "H", "C", "F", "F", "F", "S", "O", "O", "O", "C", "F", "F", "F", "S", "O", "O", "O", "C", "F", "F", "F", "S", "O", "O", "O", "C", "F", "F", "F", "S", "O", "O", "O"],
  "positions_angstrom": [[-1.9166, -7.5286, 7.0620], [-2.2765, -6.6503, 5.8817], [-2.2009, -5.0697, 6.0260], [-0.8315, -4.6908, 6.2928], [-0.6141, -3.3501, 6.4118], [-1.4463, -7.0806, 4.6725], [-1.2050, -8.0541, 4.7916], [-2.0300, -7.1486, 3.8510], [-0.5327, -6.6819, 4.5102], [-2.2860, -8.5521, 6.9973], [-2.3191, -7.1118, 7.9852], [-0.8399, -7.6190, 7.2055], [-3.3280, -6.8156, 5.6470], [-2.8529, -4.7705, 6.8467], [-2.5711, -4.6231, 5.1032], [-0.7445, -2.8561, 5.4490], [0.4501, -3.3603, 6.6472], [-1.2625, -2.9504, 7.1916], [-0.5255, -3.5368, 0.0631], [-1.0456, -2.4568, 1.0051], [-1.7382, -3.0631, 2.2688], [0.1896, -1.5289, 1.4052], [-2.1523, -1.5599, 0.3380], [-2.0111, -1.3559, -1.1216], [-0.8128, -0.8377, -1.5542], [0.2202, -4.1011, 0.6232], [0.1065, -3.0699, -0.6924], [-1.3274, -4.2459, -0.1422], [-2.4589, -3.7398, 1.8096], [-2.2195, -2.2462, 2.8065], [-0.9712, -3.5846, 2.8413], [-0.1671, -0.8403, 2.1711], [0.4271, -0.9060, 0.5428], [0.9677, -2.2446, 1.6703], [-2.2907, -0.5936, 0.8230], [-3.0833, -2.1097, 0.4763], [-2.7351, -0.5719, -1.3436], [-2.2360, -2.1987, -1.7751], [-0.6834, -1.1033, -2.4676], [1.4576, -0.7221, -6.0608], [2.5666, -0.1777, -5.1450], [3.0382, 1.1210, -5.7970], [1.9700, 0.0103, -3.7197], [3.7168, -1.1783, -5.0926], [4.8656, -1.0050, -4.0473], [5.2820, 0.4262, -3.8986], [1.8807, -0.9630, -7.0361], [0.7308, 0.0873, -5.9918], [0.9258, -1.5793, -5.6479], [3.6622, 1.0027, -6.6828], [3.4098, 1.6843, -4.9409], [2.2057, 1.7412, -6.1293], [1.6196, -0.9019, -3.2367], [1.1889, 0.7684, -3.6624], [2.7480, 0.4352, -3.0854], [4.0874, -1.1730, -6.1176], [3.1333, -2.0966, -5.0273], [5.6357, -1.6877, -4.4064], [4.6828, -1.5887, -3.1451], [5.7431, 0.6898, -4.6983], [-1.2996, -7.9413, -0.8967], [0.0317, -8.3793, -0.2202], [0.5590, -7.3081, 0.7265], [-0.2916, -9.6585, 0.4979], [1.0332, -8.6535, -1.3797], [2.4507, -9.0317, -0.8677], [2.7033, -10.3963, -0.5165], [-1.5065, -8.4076, -1.8599], [-1.1569, -6.9129, -1.2285], [-2.0690, -8.0439, -0.1314], [1.1406, -7.8121, 1.4984], [-0.1473, -6.7185, 1.3109], [1.1895, -6.5892, 0.2032], [0.6538, -9.9554, 0.9519], [-0.6239, -10.4577, -0.1647], [-0.9803, -9.6115, 1.3415], [0.9585, -7.7180, -1.9342], [0.5710, -9.4203, -2.0013], [2.8415, -8.4109, -0.0615], [3.0735, -8.7210, -1.7067], [3.0192, -11.0610, -1.1329], [-1.5026, 8.5393, -2.0157], [-2.4138, 8.2783, -3.2656], [-3.4434, 7.1810, -2.8759], [-3.7513, 6.4155, -4.2281], [-4.8771, 5.2408, -4.0973], [-6.2637, 5.9288, -4.0063], [-6.9986, 5.5753, -5.2722], [-6.0726, 5.3116, -6.3468], [-4.9601, 4.5747, -5.5586], [-4.6593, 4.1754, -2.9751], [-3.3880, 3.4246, -3.2619], [-3.1491, 2.4356, -2.1662], [-0.9911, 7.6212, -1.7267], [-2.0893, 8.8685, -1.1581], [-0.7156, 9.2483, -2.2729], [-1.7636, 7.9500, -4.0766], [-3.0085, 9.1237, -3.6116], [-4.3558, 7.5996, -2.4513], [-2.9685, 6.5439, -2.1298], [-2.8043, 5.9315, -4.4665], [-4.0261, 7.0890, -5.0398], [-6.6345, 5.4376, -3.1067], [-6.1223, 6.9569, -3.6728], [-7.7973, 4.8571, -5.0869], [-7.5819, 6.3635, -5.7482], [-6.4279, 4.6547, -7.1407], [-5.7604, 6.2195, -6.8628], [-5.1026, 3.4999, -5.4461], [-3.9590, 4.5730, -5.9897], [-5.5814, 3.5995, -3.0535], [-4.5222, 4.7815, -2.0795], [-2.6378, 4.2143, -3.3018], [-3.3079, 2.9409, -4.2354], [-3.2933, 2.8446, -1.1662], [-2.1705, 1.9698, -2.2827], [-3.7890, 1.5743, -2.3583], [1.1998, 2.0815, 0.4738], [-0.0417, 2.9117, 0.1643], [-0.1942, 4.0064, 1.2131], [-1.6567, 4.2805, 1.3774], [-2.0804, 5.3322, 2.5097], [-1.8530, 4.6838, 3.8933], [-3.0046, 5.1728, 4.7718], [-4.0368, 5.8821, 3.7791], [-3.6335, 5.3820, 2.3872], [-1.1856, 6.6230, 2.5658], [-1.3979, 7.4763, 1.3028], [-0.3656, 8.5577, 1.4604], [1.4277, 1.5708, -0.4618], [1.0902, 1.5573, 1.4232], [2.0201, 2.7959, 0.5440], [-0.8281, 2.1612, 0.0844], [-0.0151, 3.4194, -0.7999], [0.5117, 4.7869, 0.9290], [0.1971, 3.6276, 2.1573], [-2.1996, 3.3994, 1.7197], [-2.0675, 4.6499, 0.4378], [-0.8356, 4.9346, 4.1933], [-1.7559, 3.6056, 3.7657], [-2.7358, 5.8985, 5.5394], [-3.4729, 4.3234, 5.2689], [-3.9260, 6.9658, 3.8162], [-5.0985, 5.7329, 3.9755], [-3.9283, 6.1680, 1.6920], [-4.0225, 4.3674, 2.3016], [-0.1929, 6.1926, 2.6981], [-1.4651, 7.1467, 3.4800], [-2.4168, 7.8586, 1.3641], [-1.2657, 6.8898, 0.3936], [-0.3415, 9.1105, 0.5213], [0.5999, 8.0605, 1.5536], [-0.5008, 9.3388, 2.2086], [4.0613, -0.8799, -0.1513], [5.2682, -0.0355, 0.3962], [4.9474, 1.0886, 1.4013], [6.1206, 1.9427, 2.0480], [5.7063, 3.0949, 2.8966], [5.1451, 2.5455, 4.2577], [5.5729, 3.4194, 5.3661], [6.5050, 4.4877, 4.8649], [6.9165, 3.9355, 3.4300], [4.6130, 3.9507, 2.2055], [5.0279, 4.6489, 0.8891], [3.9506, 5.3028, 0.0942], [3.3722, -1.1970, 0.6314], [4.2107, -1.7852, -0.7398], [3.5851, -0.1081, -0.7560], [5.7908, 0.2691, -0.5104], [5.9173, -0.7860, 0.8473], [4.2791, 0.6986, 2.1690], [4.3196, 1.8173, 0.8885], [6.8654, 2.1774, 1.2875], [6.6033, 1.2222, 2.7083], [4.0734, 2.3564, 4.1965], [5.4442, 1.5120, 4.4322], [4.8079, 3.8174, 6.0327], [6.3020, 2.8250, 5.9167], [5.8894, 5.3868, 4.8338], [7.2778, 4.6845, 5.6080], [7.0786, 4.8127, 2.8036], [7.6934, 3.1781, 3.5337], [4.3565, 4.6198, 3.0268], [3.7707, 3.2887, 2.0046], [5.3290, 3.9307, 0.1264], [5.8339, 5.3771, 0.9788], [4.2981, 5.5032, -0.9194], [3.5762, 6.2210, 0.5467], [3.0326, 4.7176, 0.0427], [2.9705, -5.4568, -3.6226], [2.4324, -6.7085, -3.7363], [4.1922, -5.3486, -4.2294], [2.1416, -4.5822, -4.2646], [3.2760, -5.0006, -1.7403], [1.9301, -4.6853, -1.2931], [3.7971, -6.2338, -1.0443], [4.2335, -3.8894, -1.8007], [-3.6369, -1.7812, -4.8914], [-4.3132, -1.1488, -3.9177], [-3.2760, -3.0351, -4.3975], [-4.3017, -1.8144, -6.0971], [-1.9578, -0.8797, -5.1321], [-1.1233, -1.3517, -4.0267], [-1.5689, -1.2219, -6.5310], [-2.3101, 0.5572, -4.8810], [-5.0122, -7.5291, 0.8597], [-5.0550, -8.3586, 1.8923], [-4.5544, -8.0749, -0.2908], [-6.1600, -7.0894, 0.6333], [-3.8539, -6.0435, 1.3648], [-4.6339, -5.2292, 2.2854], [-2.7709, -6.7181, 1.9479], [-3.6116, -5.3083, 0.1205], [3.1992, -5.7616, 2.9467], [3.1503, -5.3372, 1.7555], [2.9383, -7.0347, 3.0195], [4.4461, -5.5346, 3.3978], [1.9303, -4.8333, 4.0637], [2.0385, -3.3513, 3.9399], [0.6791, -5.2773, 3.5158], [2.2575, -5.3493, 5.4163]],
  "forces_ev_per_a": [[0.5395, 0.2523, 0.5762], [-0.0681, 1.5866, 0.1576], [1.4246, -1.5021, 0.3256], [-1.8322, -3.0552, -0.7575], [0.7422, 0.4921, 0.0807], [-0.7449, -1.5109, 0.6977], [-0.0088, -0.7171, 0.5163], [-0.3206, 0.9889, -1.3030], [0.0009, 1.2502, -0.0341], [-0.2689, 0.0905, -0.3499], [-0.0438, 0.0428, -0.0697], [0.1280, 0.2634, 0.0083], [0.0909, -0.2167, -0.4711], [-0.0525, -0.0072, 0.1121], [0.0153, 0.1153, -0.2068], [-0.2516, 0.4584, -0.1116], [-0.0528, 0.9526, 0.4108], [0.2542, 0.5530, 0.0564], [0.4664, 0.2082, 1.5108], [0.0548, 2.0021, 0.6524], [1.0559, 0.3462, -1.9302], [-2.0376, -1.0887, -0.8200], [0.4007, -1.5466, 0.3579], [-0.7528, 0.4393, -1.7148], [2.2550, 0.8521, 1.6787], [-0.0334, -0.0466, 0.3756], [-0.8643, -0.1390, -0.5222], [-0.1288, 0.4180, -0.7263], [-0.1724, -0.1006, 0.5627], [0.0983, -0.1716, 0.0204], [-0.2017, 0.0524, 0.0538], [0.1978, -0.4451, 0.3993], [0.1419, -0.4770, -0.2164], [0.0992, 0.5149, 0.2666], [0.7107, -0.1618, 0.5622], [-0.0423, -0.0633, 0.0583], [-0.8796, -0.2090, -0.0403], [-0.4203, -0.4215, 0.5344], [-0.2776, 0.0244, -0.8866], [-0.0441, 0.4426, 1.0812], [-0.6350, -0.1710, 0.1458], [-1.0992, 0.7187, 1.6336], [0.9958, 0.9741, -0.2160], [-0.6000, 0.0735, -0.2105], [-0.3734, 0.4627, -1.2295], [-0.8811, -2.4926, 0.5454], [-0.2025, 0.3776, 0.0267], [-0.0604, -0.1514, -0.9210], [0.5334, -0.1617, 0.2251], [0.3237, -0.4621, 0.5657], [0.9767, 0.0410, -0.5843], [-0.4781, -0.5379, -0.0118], [0.0967, -0.2561, -0.7484], [-0.3017, -0.2592, -0.8133], [0.4156, -0.2472, -0.2015], [0.2984, 0.0990, 0.0692], [0.7126, -0.4962, 0.5918], [0.6087, 0.6127, -0.6115], [-0.6173, 1.2488, 0.7856], [0.2304, -0.1779, -0.1577], [1.0426, 1.0737, 0.3737], [-2.1031, -0.1319, -0.8944], [0.4309, -0.4149, 0.2888], [1.4807, -0.4723, 0.8013], [-0.1872, -0.0006, 1.7721], [0.7023, -0.4667, -1.8098], [-1.1238, 0.5849, 1.3158], [0.1652, -0.9711, 0.5152], [-0.1415, 0.2958, 0.5813], [-0.0361, 0.1507, -0.4684], [0.2814, -0.1507, -0.3494], [-0.9850, -0.4738, -0.6447], [0.0682, -0.2469, -0.3729], [0.0637, -0.3908, -0.1941], [0.0646, 0.4099, -0.2781], [-0.3544, 0.8525, -0.3718], [0.7544, 0.0172, -0.0097], [0.1674, -0.1964, 0.2106], [-0.4918, -0.0526, 0.1106], [0.2531, -0.1067, -0.0870], [-0.0178, 0.7592, -0.7705], [-0.4391, 0.2777, -1.1564], [-0.1060, -0.4775, 1.5692], [-0.1573, -0.3193, -1.9846], [-0.2237, -1.4725, 2.3338], [0.5997, 1.4027, -2.6844], [1.0271, -0.9396, 1.7018], [-3.4970, 1.7677, 0.2924], [2.8939, -2.0237, -0.4288], [1.3136, 0.0900, 0.2104], [0.0416, 1.6124, -2.4006], [0.2860, 0.7800, -0.0566], [0.4998, -1.2036, -0.3633], [-0.0471, -0.2146, -0.1328], [0.0484, 0.2477, -0.0675], [-0.1654, 0.2270, 0.2514], [-0.1377, -0.0714, -0.1213], [0.5069, 0.3486, 0.1261], [0.0919, 0.1580, 0.0893], [-0.1720, -0.4129, -0.1192], [-0.2990, -0.2078, -0.3924], [-0.3794, -0.2050, 0.1407], [-0.8425, 0.1180, -0.2304], [-0.0126, 0.1482, -0.7553], [0.5374, -0.6240, 0.0222], [-0.3828, 0.7461, 1.0936], [-0.2095, -0.0800, 0.1957], [0.4187, 0.0216, 0.2949], [-0.8146, 0.1019, 0.3158], [0.0640, 0.5762, 0.0192], [0.1142, -0.1445, 0.5711], [-0.5060, -0.3431, 0.2523], [0.5024, -0.1272, 0.2630], [-0.4435, -0.1875, 0.0612], [-0.0078, -0.0703, 0.0733], [0.2679, 0.2637, 0.2429], [-0.4224, 0.0583, 0.4195], [0.3170, 1.6453, -1.3638], [0.1949, -0.4708, 0.1551], [0.0425, -1.0300, 0.6851], [-0.2851, 2.1159, 0.9497], [0.4316, -2.1354, -0.2870], [0.3087, 0.2063, -0.6865], [-1.2362, 0.4159, -0.4419], [0.8138, -0.2377, 0.3515], [0.9459, 1.8280, 2.0893], [-2.0856, -1.3183, -1.3482], [-0.0210, -0.4667, 2.2560], [0.5320, 0.7968, -1.7165], [0.0732, -1.0853, 0.6144], [0.1345, -0.4736, -0.4233], [0.3453, -0.0367, 0.4282], [-0.6563, 0.4277, 0.2618], [0.2777, -0.3098, -0.2381], [-0.5947, 0.5863, -0.0363], [0.0358, -0.1195, 0.2676], [0.1978, -0.0872, -0.3662], [-0.2650, 0.0166, 0.1002], [-0.2460, 0.4599, 0.3039], [-0.7562, -0.1057, -0.0442], [0.3057, -0.2228, -0.0607], [0.0049, 0.0968, 0.0062], [0.2485, 0.0307, 0.1009], [0.1662, -0.4435, 0.1820], [0.0413, -0.7969, -0.6433], [0.2906, 0.1494, -0.8029], [0.0448, 0.3238, -0.2800], [-0.0276, 0.0584, -0.1035], [-0.0366, 0.1222, -0.3329], [0.0817, 0.0888, 0.0482], [0.2800, 0.1421, -0.0485], [0.2212, 0.3617, 0.1996], [-0.2419, -0.5328, 0.3681], [-0.3892, 1.8314, 0.6261], [0.7432, -2.0163, 0.0417], [-0.5243, 1.2641, -0.4637], [0.0012, -2.6037, -0.6697], [-0.6189, 0.2111, 0.9536], [-1.4867, -1.0827, -1.2732], [1.5253, -0.4639, 1.6894], [-1.1574, 0.2175, -1.4842], [-0.9568, 0.6312, 1.1809], [0.8247, 0.2929, 0.3041], [0.7616, -0.8204, -0.1021], [-1.8366, 1.0486, 0.3987], [-0.0808, 0.2217, 0.2700], [0.8416, 0.2430, -0.0504], [-0.8417, -0.4214, -0.3631], [0.1828, 0.5988, 0.2337], [0.3994, 0.2418, 0.3371], [0.2038, -0.1839, 0.3456], [-0.1594, -0.0568, -0.3848], [-0.2282, 0.6333, 0.0374], [0.3791, 0.3094, 0.1530], [-0.2523, 0.7914, -0.4297], [0.8509, 0.1440, -0.5137], [-0.0393, -0.3022, -0.1698], [-0.7356, -0.3862, 0.7863], [0.4878, 0.4375, -0.7029], [0.4058, -0.1315, -0.6492], [0.4964, -0.7107, -0.4673], [0.3591, 0.5282, -0.3295], [-0.3022, 0.4151, -0.3681], [0.0997, 0.0572, 0.2459], [0.7829, -0.6848, 0.6565], [0.1492, -0.2203, 0.3882], [-0.0846, 0.1021, 0.1400], [0.3138, 0.3803, -0.0781], [0.0827, -0.5220, -0.2691], [0.8688, 0.3587, 0.5847], [0.8578, 1.4255, -0.1342], [-1.5516, -0.7380, 0.3019], [0.6207, -0.8055, 0.7811], [1.4989, -2.0989, 0.7808], [-0.4469, 0.4857, 0.0340], [-1.0283, 2.3938, -1.9647], [-1.1491, -0.7376, -0.1988], [2.1006, -0.3496, -0.4226], [-0.3026, -0.6005, -0.9438], [-1.4327, 1.4985, -1.2088], [0.6878, -0.3572, 2.7602], [-1.3993, 2.1670, -1.9313], [0.3881, -0.8519, -0.8143], [-0.2832, 0.5368, 3.1850], [0.4427, -1.9076, -0.6749], [3.5196, 1.7737, 0.3941], [0.3504, -0.9893, -0.1482], [0.2921, -0.6701, 0.7795], [-3.6351, 1.1987, -0.6362], [-5.1943, 2.0837, -2.4486], [0.4172, -0.5900, 0.2626], [4.1658, -2.0203, 1.9447], [0.8464, -0.7313, 0.4424], [1.6826, 1.0870, 2.1924], [-0.8486, 0.8405, -2.3140], [-0.5089, -0.7990, 0.2623], [-0.7391, -0.0771, 0.4267], [1.7178, -0.1158, -0.4016], [0.2544, -1.8417, 0.5989], [-0.7545, -0.2435, 0.1907], [-0.6206, 1.1302, -0.9877]]
}



{
  "formula": "C4H10",
  "method": "ωB97M-V/def2-TZVPD",
  "e_homo_ev": -9.235,
  "mol_weight_g_mol": 58.1,
  "energy_ha": -158.30558,
  "smiles": "CC(C)C",
  "symbols": ["C", "C", "C", "C", "H", "H", "H", "H", "H", "H", "H", "H", "H", "H"],
  "positions_angstrom": [[0.2883, 0.6554, 1.3240], [-0.1965, -0.4870, 0.0152], [1.0471, -0.6721, -0.8097], [-1.3724, 0.1338, -0.7449], [0.9125, 1.5126, 0.9819], [-0.5056, 1.1356, 1.9547], [0.8933, 0.0664, 2.0130], [-0.5289, -1.3562, 0.5761], [0.9649, -1.4765, -1.5496], [1.8689, -0.8804, -0.1267], [1.2681, 0.2555, -1.3544], [-2.3874, -0.2613, -0.6034], [-1.2095, 0.5582, -1.7450], [-1.0426, 0.8160, 0.0689]],
  "forces_ev_per_a": [[0.0997, -1.1965, -0.6167], [1.2657, 0.5155, 1.7350], [0.2393, -0.0971, 0.1152], [0.2878, 1.2337, 1.1680], [-0.3483, -0.7640, -0.3429], [0.0919, -0.8076, -0.8659], [0.1567, -0.0020, 0.0378], [0.3188, -0.2354, -0.0349], [-0.1042, 0.0627, 0.1781], [0.2983, -0.0966, -0.2511], [0.0007, -0.1684, 0.1419], [0.6205, -0.0434, 0.0559], [0.2184, -0.4274, 0.4264], [-3.1452, 2.0265, -1.7469]]
}